[1]
A single C20H26N4O2 molecule. Source: OMol25; level of theory: ωB97M-V/def2-TZVPD.

The geometry in XYZ format:
```
52
Properties=species:S:1:pos:R:3
O -3.822 -1.882 0.525
C -2.775 -1.330 0.794
N -2.712 -0.103 1.355
C -3.898 0.684 1.599
C -3.842 2.043 0.900
C -3.508 1.916 -0.595
N -2.165 2.354 -0.877
C -1.783 3.278 -1.778
C -0.414 3.385 -1.697
C -0.053 2.474 -0.700
N -1.119 1.861 -0.214
C -1.403 -1.956 0.542
C -1.494 -3.479 0.378
C -0.655 -3.985 -0.804
C 0.666 -3.254 -0.911
O 1.747 -3.804 -0.981
N 0.518 -1.906 -0.949
C 1.684 -1.054 -0.908
C 2.116 -0.746 0.536
C 3.369 0.079 0.569
C 4.570 -0.458 0.118
C 5.726 0.300 0.125
C 5.700 1.607 0.584
C 4.513 2.147 1.044
C 3.356 1.386 1.037
C -0.790 -1.342 -0.727
H -1.831 0.392 1.383
H -4.023 0.837 2.677
H -4.744 0.095 1.233
H -4.805 2.536 1.031
H -3.080 2.662 1.377
H -4.179 2.529 -1.200
H -3.619 0.872 -0.907
H -2.492 3.783 -2.403
H 0.231 4.021 -2.267
H 0.926 2.245 -0.328
H -0.752 -1.703 1.384
H -2.540 -3.750 0.220
H -1.158 -3.965 1.294
H -1.200 -3.833 -1.738
H -0.456 -5.052 -0.700
H 1.467 -0.128 -1.447
H 2.488 -1.586 -1.421
H 2.289 -1.700 1.040
H 1.310 -0.219 1.052
H 4.596 -1.480 -0.230
H 6.653 -0.130 -0.227
H 6.604 2.199 0.589
H 4.486 3.162 1.413
H 2.436 1.812 1.414
H -0.697 -0.259 -0.625
H -1.444 -1.556 -1.582
```

## Properties
SMILES	O=C(NCCCn1cccn1)[C@H]1CCC(=O)N(CCc2ccccc2)C1
relative energy (zero: lowest compared OMol25 entry of this formula, charge and spin)	27.7	kcal/mol
LUMO	0.69	eV
HOMO energy	-8.83	eV
E	-1147.259732	Ha
Kohn-Sham gap	0.350	Eh



[2]
3 unconnected molecules or ions with the total composition C6H14O2 in a non-equilibrium geometry. Source: OMol25; level of theory: ωB97M-V/def2-TZVPD.

The geometry in XYZ format:
```
22
Properties=species:S:1:pos:R:3
C 0.056 1.308 -2.013
C -0.076 0.638 -0.872
C -0.391 1.315 0.404
C -1.245 0.834 1.302
C -2.082 -0.383 1.081
C -1.768 1.709 2.429
H -0.046 2.386 -2.116
H 0.156 0.768 -2.944
H 0.067 -0.432 -0.912
H 0.271 2.155 0.606
H -2.042 -1.057 1.935
H -1.777 -1.017 0.253
H -3.127 -0.119 0.888
H -0.974 2.264 2.931
H -2.130 1.086 3.251
H -2.527 2.365 2.029
O 2.546 -2.619 -2.334
H 2.475 -2.428 -3.278
H 3.113 -1.944 -1.941
O 1.824 -1.618 0.523
H 2.375 -0.957 0.094
H 1.710 -2.302 -0.152
```

## Properties
SMILES	C=CC=C(C)C.O.O
relative energy (zero: lowest compared OMol25 entry of this formula, charge and spin)	46.1	kcal/mol
LUMO	0.51	eV
HOMO energy	-8.52	eV
E	-387.433997	Ha
Kohn-Sham gap	0.332	Eh



[3]
2 unconnected molecules or ions with the total composition CH4NP in a non-equilibrium geometry. Source: OMol25; level of theory: ωB97M-V/def2-TZVPD.

The geometry in XYZ format:
```
7
Properties=species:S:1:pos:R:3
C 1.732 0.048 0.233
N -2.621 0.101 -0.595
P -1.916 -0.205 0.756
H 1.357 -0.945 0.061
H 1.247 0.889 -0.317
H 2.151 0.268 1.217
H -1.950 -0.156 -1.355
```

## Properties
relative energy (zero: lowest compared OMol25 entry of this formula, charge and spin)	64.6	kcal/mol
LUMO (alpha / beta)	-0.48 / -0.54	eV
HOMO energy (alpha / beta)	-9.22 / -7.79	eV
E	-436.461022	Ha
Kohn-Sham gap (alpha / beta)	0.321 / 0.266	Eh



[4]
A gas-phase ion, C13H16N (charge +1) in a non-equilibrium geometry. Source: OMol25; level of theory: ωB97M-V/def2-TZVPD.

The geometry in XYZ format:
```
30
Properties=species:S:1:pos:R:3
C 1.629 1.462 0.634
C 1.271 -0.001 0.783
N 0.342 -0.127 1.962
C 2.465 -0.978 1.105
C 2.226 -2.244 0.907
C 1.130 -2.879 0.212
C 0.284 -2.071 -0.436
C 0.443 -0.610 -0.638
C -0.744 0.281 -0.938
C -0.724 1.355 -1.886
C -1.881 2.112 -2.170
C -3.057 1.714 -1.642
C -3.089 0.765 -0.619
C -1.974 0.008 -0.246
H 0.898 2.175 0.191
H 2.576 1.388 0.189
H 1.760 1.995 1.601
H -0.090 -1.077 2.219
H -0.389 0.546 1.891
H 0.901 0.051 2.827
H 3.201 -0.590 1.753
H 3.006 -2.857 1.207
H 0.889 -3.871 0.422
H -0.646 -2.430 -0.813
H 1.205 -0.403 -1.363
H 0.151 1.442 -2.606
H -1.931 2.777 -2.951
H -3.893 2.373 -1.830
H -4.049 0.558 -0.146
H -1.909 -0.860 0.380
```

## Properties
SMILES	C[C@]1([NH3+])C=CC=C[C@H]1c1ccccc1
total charge	+1
relative energy (zero: lowest compared OMol25 entry of this formula, charge and spin)	29.5	kcal/mol
LUMO	-3.32	eV
HOMO energy	-12.38	eV
E	-559.399558	Ha
Kohn-Sham gap	0.333	Eh



[5]
A single C7H10 molecule in a non-equilibrium geometry. Source: OMol25; level of theory: ωB97M-V/def2-TZVPD.

The geometry in XYZ format:
```
17
Properties=species:S:1:pos:R:3
C -1.804 0.570 -0.046
C -1.000 -0.746 -0.161
C 0.176 -1.102 0.691
C 0.852 0.060 1.366
C 1.410 0.898 0.487
C 1.206 0.423 -0.942
C 0.370 -0.853 -0.798
H -2.499 0.720 -0.890
H -2.298 0.550 0.897
H -1.163 1.450 -0.017
H -1.627 -1.600 -0.421
H 0.229 -2.096 1.147
H 0.794 0.218 2.418
H 1.860 1.865 0.726
H 0.752 1.186 -1.605
H 2.179 0.163 -1.358
H 0.569 -1.691 -1.470
```

## Properties
SMILES	C[C@@H]1[C@@H]2C=CC[C@H]12
relative energy (zero: lowest compared OMol25 entry of this formula, charge and spin)	28.6	kcal/mol
LUMO	1.17	eV
HOMO energy	-8.81	eV
E	-272.672431	Ha
Kohn-Sham gap	0.367	Eh



[6]
A molecular structure, C13H36F3O9SSn in a non-equilibrium geometry. Source: OMol25; level of theory: ωB97M-V/def2-TZVPD.

The geometry in XYZ format:
```
63
Properties=species:S:1:pos:R:3
Sn -1.663 4.171 -3.015
C -1.192 0.352 0.936
F -2.198 1.063 1.453
F -0.003 0.959 1.180
F -1.151 -0.854 1.468
S -1.688 0.344 -0.985
O -0.692 -0.584 -1.471
O -3.101 -0.103 -1.119
O -1.440 1.708 -1.492
C 3.399 2.796 1.477
C 2.017 3.018 0.865
O 1.917 4.333 0.479
H 3.418 3.320 2.433
H 4.186 3.115 0.794
H 3.360 1.743 1.754
H 1.213 2.805 1.571
H 1.812 2.404 -0.012
H 2.164 4.901 1.213
C 2.768 2.547 -4.117
C 1.948 1.469 -3.524
O 0.663 2.024 -3.445
H 3.614 2.171 -4.692
H 3.001 3.370 -3.442
H 2.176 3.046 -4.883
H 2.346 1.195 -2.547
H 1.789 0.573 -4.123
H 0.207 1.426 -2.848
C 2.638 -1.625 0.935
C 2.381 -0.958 -0.463
O 1.505 -1.895 -1.136
H 2.657 -2.713 0.884
H 1.817 -1.387 1.612
H 3.582 -1.197 1.272
H 3.274 -0.816 -1.073
H 1.964 0.045 -0.372
H 0.602 -1.577 -1.062
C -3.339 -3.047 2.815
C -3.965 -2.173 1.724
O -4.921 -2.943 1.088
H -4.166 -3.387 3.439
H -2.525 -2.530 3.324
H -2.858 -3.927 2.387
H -3.208 -1.841 1.014
H -4.348 -1.260 2.180
H -5.622 -3.021 1.740
C -0.256 -0.677 5.172
C -0.586 0.711 4.642
O 0.472 1.213 3.878
H -0.166 -1.482 4.442
H -1.118 -0.966 5.774
H 0.697 -0.730 5.698
H -0.820 1.383 5.467
H -1.481 0.780 4.023
H 0.490 0.523 3.211
C -0.831 -1.447 -4.463
C -1.613 -2.640 -4.135
O -2.254 -2.273 -2.861
H -0.309 -1.577 -5.411
H -0.085 -1.180 -3.715
H -1.556 -0.651 -4.631
H -0.943 -3.495 -4.050
H -2.364 -2.783 -4.912
H -1.618 -1.770 -2.347
```

## Properties
total charge	+1
relative energy (zero: lowest compared OMol25 entry of this formula, charge and spin)	0.0	kcal/mol
LUMO	-8.98	eV
HOMO energy	-11.42	eV
E	-2105.616825	Ha
Kohn-Sham gap	0.090	Eh



[7]
A gas-phase ion, C2H4NO (charge +1) in a non-equilibrium geometry. Source: OMol25; level of theory: ωB97M-V/def2-TZVPD.

The geometry in XYZ format:
```
8
Properties=species:S:1:pos:R:3
O -0.127 -0.874 -1.820
N 0.027 -0.454 -0.704
C 0.921 0.325 0.100
C -0.802 -0.143 0.408
H 1.103 1.409 -0.227
H 1.567 -0.059 0.900
H -1.074 -0.841 1.235
H -1.614 0.637 0.109
```

## Properties
SMILES	O=[N+]1CC1
total charge	+1
relative energy (zero: lowest compared OMol25 entry of this formula, charge and spin)	92.9	kcal/mol
LUMO	-8.02	eV
HOMO energy	-17.69	eV
E	-208.122637	Ha
Kohn-Sham gap	0.355	Eh



[8]
A single C5H10ClNS molecule. Source: OMol25; level of theory: ωB97M-V/def2-TZVPD.

The geometry in XYZ format:
```
18
Properties=species:S:1:pos:R:3
N 1.600 -0.053 1.017
C 0.455 -0.799 0.524
C 0.462 -1.078 -0.998
C -1.000 -0.599 -1.071
Cl -2.193 -1.933 -1.184
C -0.865 -0.024 0.354
C -0.829 1.514 0.441
S 0.230 2.382 -0.740
H 2.456 -0.576 0.821
H 1.547 0.042 2.040
H 0.251 -1.737 1.055
H 0.661 -2.109 -1.332
H 1.108 -0.400 -1.548
H -1.240 0.126 -1.861
H -1.662 -0.367 1.031
H -1.820 1.912 0.257
H -0.542 1.832 1.468
H 1.382 1.868 -0.276
```

## Properties
SMILES	N[C@@H]1C[C@@H](Cl)[C@@H]1CS
relative energy (zero: lowest compared OMol25 entry of this formula, charge and spin)	3.6	kcal/mol
LUMO	0.78	eV
HOMO energy	-8.93	eV
E	-1109.628740	Ha
Kohn-Sham gap	0.357	Eh